{
  "formula": "C25H26N4O",
  "method": "ωB97M-V/def2-TZVPD",
  "max_force_ev_per_a": 0.844,
  "homo_ev": -8.0290,
  "charge": 0,
  "smiles": "CCN(Cc1ccncc1)Cc1cn(C)nc1-c1ccc(Oc2ccccc2)cc1",
  "total_energy_ha": -1262.4960,
  "species": ["C", "C", "N", "C", "C", "C", "C", "N", "C", "C", "C", "C", "C", "N", "C", "N", "C", "C", "C", "C", "C", "O", "C", "C", "C", "C", "C", "C", "C", "C", "H", "H", "H", "H", "H", "H", "H", "H", "H", "H", "H", "H", "H", "H", "H", "H", "H", "H", "H", "H", "H", "H", "H", "H", "H", "H"],
  "positions_angstrom": [[2.206, 0.835, 0.323], [2.081, 1.304, -1.121], [1.906, 0.203, -2.054], [2.163, 0.628, -3.416], [3.624, 0.914, -3.635], [4.600, 0.168, -2.982], [5.932, 0.450, -3.230], [6.336, 1.394, -4.064], [5.410, 2.101, -4.687], [4.049, 1.907, -4.509], [0.625, -0.472, -1.881], [0.750, -1.600, -0.908], [1.804, -2.483, -0.816], [1.557, -3.297, 0.230], [2.367, -4.377, 0.710], [0.412, -2.997, 0.824], [-0.110, -1.974, 0.154], [-1.378, -1.384, 0.560], [-1.703, -1.317, 1.914], [-2.888, -0.750, 2.334], [-3.775, -0.227, 1.399], [-4.995, 0.301, 1.736], [-5.151, 0.999, 2.904], [-4.151, 1.791, 3.457], [-4.408, 2.516, 4.606], [-5.654, 2.466, 5.206], [-6.654, 1.689, 4.644], [-6.408, 0.957, 3.499], [-3.477, -0.318, 0.043], [-2.293, -0.894, -0.371], [2.989, 0.086, 0.404], [1.275, 0.406, 0.682], [2.463, 1.681, 0.957], [3.001, 1.826, -1.400], [1.247, 2.026, -1.199], [1.885, -0.191, -4.089], [1.566, 1.514, -3.704], [4.306, -0.603, -2.289], [6.721, -0.104, -2.739], [5.779, 2.865, -5.360], [3.333, 2.517, -5.040], [-0.152, 0.230, -1.539], [0.303, -0.876, -2.848], [2.690, -2.574, -1.410], [3.349, -4.015, 1.022], [1.857, -4.819, 1.564], [2.499, -5.135, -0.064], [-1.010, -1.726, 2.633], [-3.134, -0.717, 3.386], [-3.182, 1.845, 2.981], [-3.626, 3.129, 5.031], [-5.846, 3.033, 6.104], [-7.631, 1.650, 5.103], [-7.177, 0.349, 3.048], [-4.191, 0.060, -0.673], [-2.089, -0.988, -1.427]]
}